# 1
The following is a quantum chemistry calculation of an isolated molecule of C14H18N2O5, from the OMol25 dataset.

The geometry in ORCA input format:
```
! wB97M-V def2-TZVPD RIJCOSX def2/J DEFGRID3
* xyz 0 1
O 3.94 1.42 0.27
O -0.93 1.99 2.02
O -3.99 -1.35 -1.57
O -4.54 0.23 -0.07
O 3.16 0.84 -1.74
N -2.02 0.32 0.95
N -0.69 3.54 -0.05
C 1.65 1.93 -0.15
C 0.41 1.53 -0.99
C -0.86 2.06 -0.37
C 2.96 1.38 -0.65
C -0.14 -2.01 0.11
C 2.60 -2.63 0.56
C -1.59 -1.86 -0.20
C 1.75 -2.46 1.59
C 2.12 -2.49 -0.72
C -3.65 -0.58 -0.67
C 0.81 -2.12 -0.95
C -1.27 1.46 0.98
C -2.23 -0.43 -0.23
C 0.37 -2.19 1.39
H -1.65 3.87 0.11
H 2.13 -2.48 2.60
H 1.76 3.00 -0.03
H -2.09 -0.18 1.85
H -0.25 -1.99 2.29
H 3.67 -2.85 0.75
H -1.80 -2.32 -1.20
H 0.55 -2.00 -1.94
H 0.29 0.47 -1.15
H -1.76 1.99 -1.00
H -4.10 0.70 0.67
H 2.77 -2.63 -1.63
H 1.58 1.53 0.85
H -2.16 -2.36 0.62
H -1.74 0.11 -1.08
H 0.61 1.97 -1.97
H 4.69 1.05 -0.19
H -0.33 3.54 0.95
*
```

Its HOMO-LUMO gap is 9.94 eV. As for the SMILES: N[C@@H](CCC(=O)O)C(=O)N[C@@H](Cc1ccccc1)C(=O)O.

From a natural (NBO) analysis of the wavefunction, the atomic charges in e read:
1. O -0.673
2. O -0.608
3. O -0.568
4. O -0.658
5. O -0.616
6. N -0.653
7. N -0.821
8. C -0.526
9. C -0.397
10. C -0.169
11. C 0.800
12. C 0.044
13. C -0.227
14. C -0.442
15. C -0.191
16. C -0.189
17. C 0.767
18. C -0.237
19. C 0.686
20. C -0.179
21. C -0.246
22. H 0.349
23. H 0.214
24. H 0.260
25. H 0.414
26. H 0.206
27. H 0.220
28. H 0.263
29. H 0.210
30. H 0.219
31. H 0.210
32. H 0.496
33. H 0.224
34. H 0.240
35. H 0.211
36. H 0.252
37. H 0.241
38. H 0.494
39. H 0.380

# 2
The following is a quantum chemistry calculation of a cluster of 2 separate species, C8H6N2O2S in total, from the OMol25 dataset.

The geometry in ORCA input format:
```
! wB97M-V def2-TZVPD RIJCOSX def2/J DEFGRID3
* xyz 0 1
S -2.46 1.01 -0.15
O -1.93 1.77 -1.54
O -3.37 -0.12 -0.44
N -5.38 -2.40 0.17
N -5.58 1.15 0.87
C -0.50 -0.73 -0.54
C 1.41 0.40 1.21
C 1.66 -0.79 0.54
C 0.22 1.09 0.86
C 0.69 -1.34 -0.29
C -5.45 -1.26 0.18
C -0.79 0.45 0.12
C -5.48 0.10 0.43
H 0.96 -2.34 -0.82
H -0.02 2.02 1.32
H -1.15 -1.29 -1.13
H -2.59 2.11 -2.06
H 2.00 0.93 1.85
H 2.52 -1.31 0.66
*
```

Its HOMO-LUMO gap is 10.15 eV.

From a natural (NBO) analysis of the wavefunction, the atomic charges in e read:
1. S 1.508
2. O -0.878
3. O -0.947
4. N -0.203
5. N -0.241
6. C -0.190
7. C -0.199
8. C -0.186
9. C -0.174
10. C -0.192
11. C 0.197
12. C -0.293
13. C 0.211
14. H 0.218
15. H 0.217
16. H 0.236
17. H 0.489
18. H 0.218
19. H 0.210

# 3
The following is a quantum chemistry calculation of an isolated molecule of C3H2N2OS, from the OMol25 dataset.

The geometry in ORCA input format:
```
! wB97M-V def2-TZVPD RIJCOSX def2/J DEFGRID3
* xyz 0 1
S 2.07 -0.66 1.93
O -1.13 0.41 -0.78
N 0.98 0.87 0.11
N -0.03 -1.23 0.48
C -0.05 1.22 -0.58
C -0.93 -0.86 -0.27
C 0.96 -0.33 0.79
H -0.12 2.09 -1.23
H -1.74 -1.51 -0.45
*
```

Its HOMO-LUMO gap is 8.06 eV. As for the SMILES: S=c1ncocn1.

From a natural (NBO) analysis of the wavefunction, the atomic charges in e read:
1. S 0.037
2. O -0.459
3. N -0.480
4. N -0.464
5. C 0.426
6. C 0.426
7. C 0.131
8. H 0.198
9. H 0.186

# 4
The following is a quantum chemistry calculation of an isolated molecule of C3H3ClS, from the OMol25 dataset.

The geometry in ORCA input format:
```
! wB97M-V def2-TZVPD RIJCOSX def2/J DEFGRID3
* xyz 0 1
Cl -0.05 1.91 -0.97
S -0.72 -1.16 1.89
C -0.66 0.25 1.06
C -0.01 0.33 -0.29
C 0.66 -0.59 -0.87
H 1.12 -0.38 -1.77
H 0.91 -1.53 -0.43
H -1.26 1.16 1.36
*
```

Its HOMO-LUMO gap is 8.08 eV. As for the SMILES: C=C(Cl)C=S.

From a natural (NBO) analysis of the wavefunction, the atomic charges in e read:
1. Cl -0.003
2. S 0.086
3. C -0.299
4. C -0.122
5. C -0.326
6. H 0.211
7. H 0.227
8. H 0.225

# 5
The following is a quantum chemistry calculation of an isolated molecule of C4H7NO, from the OMol25 dataset.

The geometry in ORCA input format:
```
! wB97M-V def2-TZVPD RIJCOSX def2/J DEFGRID3
* xyz 0 1
O -2.99 -1.08 -0.79
N -1.08 -0.08 0.00
C 0.30 -0.23 0.36
C 0.96 1.06 0.71
C 1.39 0.32 -0.51
C -1.79 -1.08 -0.61
H 0.37 1.96 0.54
H 2.35 -0.20 -0.48
H 1.11 0.73 -1.48
H 1.58 1.09 1.60
H -1.58 0.51 0.65
H 0.53 -1.11 0.95
H -1.14 -1.91 -0.92
*
```

Its HOMO-LUMO gap is 10.83 eV. As for the SMILES: O=CNC1CC1.

From a natural (NBO) analysis of the wavefunction, the atomic charges in e read:
1. O -0.585
2. N -0.627
3. C -0.079
4. C -0.420
5. C -0.419
6. C 0.541
7. H 0.220
8. H 0.221
9. H 0.227
10. H 0.221
11. H 0.398
12. H 0.200
13. H 0.102

# 6
The following is a quantum chemistry calculation of an isolated molecule of C11H20N2O3S, from the OMol25 dataset.

The geometry in ORCA input format:
```
! wB97M-V def2-TZVPD RIJCOSX def2/J DEFGRID3
* xyz 0 1
S 0.88 2.06 0.12
O 0.58 -1.87 0.71
O 3.16 -2.62 0.42
O 4.76 -1.64 -0.74
N -0.77 -1.04 -0.61
N 1.49 -0.63 -0.83
C -3.97 -0.27 -0.73
C -1.98 -1.34 0.09
C 2.42 1.74 1.08
C -2.50 -0.39 1.20
C -3.02 -1.62 -0.78
C 1.46 3.20 -1.09
C 2.76 0.36 0.96
C -4.00 0.09 0.80
C 2.74 -0.32 -0.39
C 3.67 -1.52 -0.24
C 0.40 -0.96 -0.07
H 2.14 -2.62 0.65
H 2.09 4.18 -0.86
H -2.39 -0.42 2.13
H -1.72 -2.23 0.90
H -2.70 -2.10 -1.75
H -4.71 -0.59 1.15
H 2.36 2.11 2.21
H 0.67 3.48 -1.72
H -4.38 1.17 0.97
H 3.35 0.26 -0.94
H 2.11 2.56 -1.83
H 2.01 -0.24 1.72
H -3.50 0.56 -1.64
H 3.80 0.42 1.58
H -0.91 0.02 -1.07
H -3.65 -2.32 -0.42
H 1.07 0.05 -1.40
H -5.03 -0.52 -1.00
H -1.96 0.62 1.13
H 3.25 2.36 0.28
*
```

Its HOMO-LUMO gap is 9.19 eV. As for the SMILES: CSCC[C@H](NC(=O)NC1CCCC1)C(=O)O.

From a natural (NBO) analysis of the wavefunction, the atomic charges in e read:
1. S 0.156
2. O -0.679
3. O -0.737
4. O -0.565
5. N -0.563
6. N -0.587
7. C -0.383
8. C -0.073
9. C -0.498
10. C -0.396
11. C -0.435
12. C -0.787
13. C -0.455
14. C -0.420
15. C -0.193
16. C 0.805
17. C 0.778
18. H 0.524
19. H 0.240
20. H 0.202
21. H 0.248
22. H 0.235
23. H 0.194
24. H 0.256
25. H 0.235
26. H 0.227
27. H 0.238
28. H 0.203
29. H 0.237
30. H 0.185
31. H 0.245
32. H 0.344
33. H 0.214
34. H 0.384
35. H 0.212
36. H 0.199
37. H 0.208

Across the entries above, energy takes the values -1030.029352; -966.516467; -698.412571; -974.432156; -286.581098; -1164.315774 Ha, respectively.
Across the entries above, ΔE to the lowest compared entry with this formula, charge and spin takes the values 1.3307; 2.8552; 0.7782; 0.3129; 1.3755; 8.5875 eV, respectively.
Across the entries above, HOMO level takes the values -9.594; -9.930; -8.749; -9.215; -9.790; -8.923 eV, respectively.